Entry 1:
Computed, not measured: C44H35As2CoF5IN3O as an isolated structure, with ωB97M-V/def2-TZVPD.

Results
* ΔE to the lowest compared entry with this formula, charge and spin: 0.666 eV
* energy: -8588.4358 Eh
* multiplicity: 4
* orbital gap (spin up / spin down): 6.07 / 6.27 eV
* LUMO (spin up / spin down): -1.58 / -1.54 eV

Each line ends with the Mulliken spin population.
Cartesian coordinates (Å):
Co 0.54679 0.82165 2.15437  2.802
C -3.42524 4.32235 0.50087  0.000
C -3.12460 4.86252 1.74777  0.000
C -2.08106 4.34745 2.49470  0.000
C -1.35247 3.28383 1.97976  -0.054
C -1.64464 2.73350 0.74159  -0.003
C -2.68795 3.26370 -0.00346  0.003
N -0.24772 2.68294 2.67787  0.009
N 0.17653 3.28922 3.71182  -0.003
C 1.28051 2.61628 4.32952  0.005
C 1.84516 3.24502 5.42146  0.003
C 2.91424 2.61883 6.04727  -0.001
C 3.35111 1.40215 5.55465  0.000
C 2.71280 0.84832 4.45227  -0.010
N 1.69250 1.44277 3.84566  0.048
H -4.23799 4.73600 -0.08020  0.000
H -3.70739 5.68368 2.13715  0.000
H -1.83333 4.74786 3.46480  0.000
H -1.04375 1.92105 0.34065  0.060
H -2.91514 2.84846 -0.97486  0.001
H 1.45048 4.19247 5.75071  0.000
H 3.39073 3.07419 6.90231  0.000
H 4.18032 0.88062 6.00604  0.000
H 3.02195 -0.10091 4.03911  0.000
C -2.42126 -1.83407 -1.26372  -0.001
C -1.59432 -1.49187 -2.49199  0.001
As -0.78113 0.30009 -2.20876  0.003
C -1.07919 1.04317 -3.98890  0.000
C -0.88023 0.31389 -5.15977  0.000
C -1.19494 0.86091 -6.39220  0.000
C -1.71688 2.14569 -6.47056  0.000
C -1.92154 2.87732 -5.31347  0.000
C -1.60536 2.32492 -4.07864  0.000
C 1.13216 -0.08612 -2.32267  0.017
C 1.93340 0.28304 -3.39837  0.000
C 3.31041 0.11898 -3.34082  0.000
C 3.90645 -0.41559 -2.20808  -0.002
C 3.11491 -0.78274 -1.13010  0.006
C 1.74104 -0.61090 -1.18742  0.075
As -1.32890 -2.16859 0.34739  0.023
C -0.49152 -3.83289 -0.22789  0.010
C -1.20559 -4.84216 -0.86992  -0.001
C -0.55853 -5.97690 -1.32876  0.000
C 0.81186 -6.11686 -1.14758  0.000
C 1.52652 -5.12794 -0.49485  0.000
C 0.87425 -3.98987 -0.03553  0.000
C -2.78413 -2.87555 1.43651  0.001
C -2.70475 -4.09598 2.09704  0.000
C -3.74054 -4.51639 2.91784  -0.001
C -4.86208 -3.72069 3.09405  0.000
C -4.94614 -2.49738 2.44605  -0.002
C -3.91003 -2.07770 1.62565  0.002
H -3.08735 -2.68438 -1.42793  0.001
H -3.04829 -0.96922 -1.02064  -0.001
H -2.25579 -1.38464 -3.35651  0.000
H -0.84617 -2.25254 -2.72967  0.000
H -0.47685 -0.69131 -5.11003  0.000
H -1.03579 0.28426 -7.29430  0.000
H -1.96148 2.57352 -7.43330  0.000
H -2.32512 3.87908 -5.36829  0.000
H -1.75974 2.90384 -3.17545  0.000
H 1.49720 0.73609 -4.27915  0.000
H 3.91948 0.42391 -4.18171  0.000
H 4.98014 -0.53482 -2.16189  0.000
H 3.56920 -1.18475 -0.23167  0.001
H 1.13392 -0.86665 -0.32067  -0.065
H -2.27627 -4.74935 -1.00344  0.000
H -1.12130 -6.75301 -1.82715  0.000
H 1.31823 -6.99911 -1.51405  0.000
H 2.59165 -5.23447 -0.34385  0.000
H 1.43722 -3.22138 0.48442  -0.003
H -1.82987 -4.72350 1.97465  0.001
H -3.66691 -5.46813 3.42550  0.000
H -5.66688 -4.05106 3.73574  0.000
H -5.81452 -1.86695 2.58249  0.000
H -3.98546 -1.11551 1.12873  0.000
F 6.33065 2.39912 -1.84057  0.000
C 5.16652 2.19261 -1.21060  0.005
C 5.13633 1.63667 0.05615  -0.003
F 6.28038 1.29752 0.66976  0.000
C 3.92829 1.41459 0.69187  -0.002
F 3.94067 0.83213 1.91416  0.001
C 2.70020 1.70682 0.10298  -0.019
O 1.57729 1.41931 0.66449  0.133
C 2.76490 2.30440 -1.16601  0.005
F 1.62087 2.66897 -1.78758  0.001
C 3.96140 2.52946 -1.81760  -0.003
F 3.96173 3.07174 -3.04170  0.000
I 0.17938 -2.00442 3.80988  0.032
C -0.84421 -0.19062 3.26583  -0.069
H -1.13193 0.25535 4.21805  -0.009
H -1.74748 -0.55535 2.77270  0.002



Entry 2:
Computed, not measured: C44H35BaCl2N3O6PSSe as an isolated structure, with ωB97M-V/def2-TZVPD.

Results
* ΔE to the lowest compared entry with this formula, charge and spin: 4.161 eV
* energy: -6400.4096 Eh
* multiplicity: 1
* orbital gap: 3.53 eV
* LUMO: 1.34 eV
* net charge: -1

Each line ends with the Löwdin charge.
Cartesian coordinates (Å):
Ba -0.75159 0.35709 -0.21358  2.043
O 1.07674 -3.01736 -1.71027  0.022
C 0.96382 -1.82011 -1.44177  -0.608
O -0.04535 -1.04942 -1.75534  -0.473
C 2.07935 -1.09745 -0.64387  -0.215
C 3.39582 -1.44788 -0.79837  -0.032
C 4.33779 -0.68038 -0.09600  -0.061
C 3.95190 0.37723 0.70185  -0.006
C 2.58043 0.69163 0.82689  -0.218
N 1.67778 -0.07972 0.15687  -0.069
C 0.78923 2.39742 1.52004  -0.517
O 1.13654 3.59880 2.05921  0.052
O -0.41334 2.09646 1.14447  -0.456
H 3.66535 -2.26401 -1.45754  0.110
H 5.39284 -0.91155 -0.19258  0.101
H 4.68488 0.99124 1.21217  0.089
O -3.02397 0.06414 -0.28401  -0.641
P -3.84159 -0.45731 0.87843  0.805
C -2.79598 -0.94109 2.27821  -0.289
C -2.12665 0.09225 2.95476  -0.088
C -1.37186 -0.19243 4.09094  -0.042
C -1.32527 -1.49322 4.57241  -0.067
C -2.02692 -2.50766 3.93699  -0.067
C -2.76949 -2.23417 2.78615  -0.065
C -4.94382 0.79430 1.53409  -0.278
C -4.91920 2.05058 0.95044  -0.058
C -5.70798 3.08010 1.48130  -0.056
C -6.50610 2.83744 2.58279  -0.081
C -6.51831 1.58152 3.17949  -0.071
C -5.72615 0.56184 2.66190  -0.084
C -4.77996 -1.90261 0.40100  -0.287
C -4.06410 -2.89695 -0.26468  -0.089
C -4.70892 -4.05296 -0.69256  -0.071
C -6.07284 -4.20883 -0.46677  -0.079
C -6.79282 -3.21425 0.17072  -0.083
C -6.14715 -2.05320 0.60715  -0.071
H -2.20094 1.11697 2.59031  0.105
H -0.84058 0.60595 4.59926  0.122
H -0.74277 -1.71588 5.46111  0.110
H -2.00222 -3.51636 4.33307  0.105
H -3.31171 -3.02955 2.29232  0.100
H -4.28205 2.22098 0.08714  0.062
H -5.68372 4.06698 1.02964  0.110
H -7.11657 3.63494 2.99460  0.106
H -7.13253 1.40022 4.05472  0.105
H -5.70629 -0.41159 3.14930  0.117
H -3.00084 -2.77038 -0.45488  0.128
H -4.14591 -4.82707 -1.20319  0.113
H -6.57612 -5.11213 -0.79853  0.107
H -7.86082 -3.33026 0.32628  0.107
H -6.71685 -1.26760 1.09256  0.101
Cl -2.07376 3.41837 -1.26516  0.540
C -0.35528 4.00611 -1.11511  -0.868
Cl 0.75301 2.78933 -1.76465  0.590
H -0.14242 4.14947 -0.07046  0.014
H -0.25511 4.90399 -1.68932  0.028
C -1.77826 -2.26156 -4.08078  -0.015
N -2.44506 -0.96232 -3.88117  -0.048
C -1.81392 0.23913 -4.05917  -0.797
Se -0.19248 0.56340 -4.86361  0.575
N -2.67317 1.19530 -3.59934  0.098
C -3.85400 0.61456 -3.10424  -0.198
C -4.98750 1.16001 -2.52418  -0.032
C -6.01637 0.28090 -2.17292  -0.089
C -5.90297 -1.09115 -2.42766  -0.098
C -4.74073 -1.62721 -2.99130  -0.017
C -3.71545 -0.75330 -3.29906  -0.155
H -0.85814 -2.28646 -3.50195  0.060
H -1.54539 -2.40172 -5.13172  0.082
H -2.44991 -3.04858 -3.73502  0.083
H -2.41314 2.16221 -3.57688  0.088
H -5.06889 2.23328 -2.34508  0.112
H -6.92065 0.66983 -1.70509  0.106
H -6.72647 -1.75488 -2.17648  0.098
H -4.65257 -2.69365 -3.17912  0.107
C 5.18094 5.60944 7.13570  -0.059
C 6.42910 6.29758 6.61038  -0.748
O 7.16004 6.93948 7.35221  -0.070
S 6.83819 6.19786 4.87344  0.970
C 5.58497 5.29816 4.10857  -0.674
C 4.33185 5.89254 3.77474  -0.160
C 3.32649 5.19865 3.15186  -0.051
C 3.49478 3.77927 2.75470  -0.188
C 4.82678 3.21226 3.06270  -0.060
C 5.79393 3.95216 3.69800  -0.161
C 2.52337 3.09386 2.17963  -0.156
C 2.07119 1.83441 1.53763  -0.060
H 4.70736 4.97236 6.39060  0.057
H 4.47287 6.37998 7.45471  0.083
H 5.46442 5.02710 8.01379  0.077
H 4.17041 6.93773 4.03087  0.093
H 2.38740 5.69331 2.92103  0.086
H 5.03749 2.17422 2.80672  0.070
H 6.75760 3.48726 3.91535  0.090



Q: Which strongest force on any atom values were calculated for the entries above? A: 0.039 0.083, in Eh/bohr.